Here is a cluster of 2 separate species, C6H10S in total in a non-equilibrium geometry from the Open Molecules 2025 dataset. Energies are from ωB97M-V/def2-TZVPD.

Last column: natural (NBO) charge in e.
Positions of all 17 atoms, in Å:
C 2.99 0.62 -0.32  -0.455
C 2.49 0.13 1.09  -0.426
C 0.50 -0.24 -0.68  -0.204
C -3.47 0.40 -0.65  -0.439
C 1.60 0.07 -0.07  0.004
C -0.71 -0.69 -0.02  -0.624
S -4.42 0.12 0.72  0.173
H 2.90 1.64 -0.51  0.210
H 3.71 0.07 -0.98  0.217
H 2.83 -0.86 1.31  0.220
H 2.41 0.81 1.80  0.210
H 0.56 -0.04 -1.80  0.209
H -3.67 1.56 -0.84  0.139
H -1.46 0.07 -0.12  0.221
H -0.65 -0.88 1.13  0.210
H -1.15 -1.56 -0.55  0.220
H -4.46 -1.22 0.48  0.115

The value obtained for the LUMO energy is -0.0129 Ha. As for the HOMO energy: -8.796 eV. The max |F| comes out at 0.1046 hartree/bohr. Its total charge is 0. Its relative energy (zero: lowest compared OMol25 entry of this formula, charge and spin) is 145.9 kcal/mol. Its molar mass is 114.21 g/mol. The total energy comes out at -632.577021 hartree.